Record 1
Below is C26H21F5GaN4O2S2Se as an isolated structure, with properties calculated with ωB97M-V/def2-TZVPD.

Structure (XYZ):
```
62
Properties=species:S:1:pos:R:3:forces:R:3
Ga -0.2893 -0.1070 -1.6482 0.0 -0.1 -0.3
C 2.4840 4.5290 4.1505 0.0 0.0 0.0
C 2.1539 3.3298 3.3149 0.0 0.0 0.0
C 1.2868 3.4318 2.2290 0.0 0.0 0.0
C 0.9736 2.3267 1.4611 -0.1 0.1 -0.1
C 1.5383 1.1044 1.7880 0.1 -0.1 -0.1
C 2.4041 0.9684 2.8619 0.1 0.0 0.0
C 2.7061 2.0871 3.6191 0.0 0.0 -0.1
S 1.1435 -0.2873 0.8070 -0.6 -0.1 0.1
O 1.9193 -1.4188 1.2318 0.1 -0.1 0.0
O -0.3216 -0.4716 0.7800 0.4 0.2 0.0
N 1.3734 0.1062 -0.7259 -0.2 0.1 0.1
C 2.5169 0.3287 -1.4730 0.2 0.0 -0.1
C 3.8061 0.4702 -1.0313 -0.1 0.0 -0.1
C 4.8433 0.7193 -1.9578 0.0 0.0 -0.1
C 4.6034 0.8252 -3.2988 0.0 0.0 0.1
C 3.2837 0.6769 -3.7882 -0.1 0.0 0.1
C 2.9273 0.7616 -5.1519 -0.1 0.0 0.0
C 1.6220 0.6002 -5.5348 0.1 0.0 0.1
C 0.6517 0.3486 -4.5565 0.0 0.0 0.0
N 0.9526 0.2612 -3.2776 0.0 0.1 0.2
C 2.2475 0.4249 -2.8721 0.1 0.0 0.0
H 2.0716 5.4386 3.7207 0.0 0.0 0.0
H 3.5621 4.6505 4.2465 0.0 0.0 0.0
H 2.0777 4.4141 5.1555 0.0 0.0 0.0
H 0.8510 4.3891 1.9821 0.0 0.1 0.0
H 0.2932 2.4096 0.6209 0.0 0.0 0.0
H 2.8306 0.0037 3.0908 0.0 -0.1 0.0
H 3.3817 1.9962 4.4576 0.0 0.0 0.1
H 4.0323 0.3884 0.0221 0.0 0.0 0.1
H 5.8518 0.8286 -1.5864 0.0 0.0 0.0
H 5.4061 1.0181 -3.9957 0.0 0.0 0.0
H 3.6956 0.9554 -5.8888 0.0 0.0 0.0
H 1.3281 0.6625 -6.5699 0.0 0.0 -0.1
H -0.3909 0.2173 -4.8203 0.0 0.0 0.0
F -5.8057 -0.8398 2.2386 0.0 0.0 0.0
C -4.9620 -0.2992 1.3692 0.2 0.0 -0.1
C -4.9893 -0.6894 0.0374 0.3 0.3 0.2
F -5.8621 -1.6026 -0.3703 -0.3 -0.3 -0.1
C -4.0760 -0.1502 -0.8558 0.0 0.1 0.6
F -4.1013 -0.5906 -2.1065 -0.1 -0.2 -0.5
C -3.1258 0.7792 -0.4591 0.0 0.0 -0.1
Se -1.9247 1.5704 -1.7365 -0.1 -0.1 0.1
C -3.1175 1.1564 0.8772 -0.2 -0.1 0.0
F -2.2400 2.0476 1.3127 0.1 0.1 0.1
C -4.0206 0.6285 1.7931 0.0 0.0 -0.2
F -3.9838 0.9979 3.0690 0.0 0.0 0.0
S -0.7245 -2.3067 -2.2202 -0.1 0.2 -0.1
C -1.4699 -2.9422 -0.7748 0.2 -0.2 0.1
N -2.7645 -3.2241 -0.7751 0.1 0.2 -0.1
C -3.4338 -3.8241 0.3761 -0.1 0.0 0.2
C -2.6985 -3.4054 1.6444 0.0 -0.1 0.0
C -1.2259 -3.7571 1.5218 -0.1 -0.1 0.1
N -0.7109 -3.2420 0.2601 0.2 0.1 -0.2
H -3.2949 -2.9591 -1.5959 0.1 0.0 0.1
H -3.4383 -4.9109 0.2665 0.0 0.0 0.0
H -4.4654 -3.4750 0.3754 0.0 -0.1 0.0
H -3.1270 -3.9085 2.5092 0.0 0.0 0.0
H -2.8045 -2.3315 1.7882 0.0 0.1 0.0
H -1.0827 -4.8406 1.5464 0.0 0.0 0.0
H -0.6322 -3.3143 2.3207 -0.1 0.0 0.0
H 0.2641 -2.9544 0.2258 -0.3 -0.1 -0.1
```
Forces are in eV/Å.

Values from the calculation:
E_LUMO: -0.116 Eh
Relative energy (zero: lowest compared OMol25 entry of this formula, charge and spin): 0.0 kJ/mol
HOMO: -0.4084 hartree
Orbital gap: 0.292 Eh
Charge: +1

---

Record 2
Below is C21H33F4GaN3O8 as an isolated structure at a distorted geometry, with properties calculated with ωB97M-V/def2-TZVPD.

Structure (XYZ):
```
70
Properties=species:S:1:pos:R:3:forces:R:3
C 5.8706 1.4757 1.3484 1.4 -0.4 0.2
C 4.7472 1.8410 1.1798 -1.0 0.5 0.1
C 3.3774 2.2506 1.0456 -0.4 -0.1 -0.2
Ga 2.4023 1.3681 -0.5481 0.1 -0.1 0.6
C 0.4225 1.6859 -0.2478 0.3 0.2 -0.6
C -0.5329 1.1621 -1.3464 -0.3 -0.1 0.8
C -1.6114 0.1657 -0.8474 0.1 0.3 -0.2
C -3.0501 0.5737 -1.1510 0.1 -0.7 0.2
N -3.6443 1.4026 -0.0817 -0.3 0.2 -0.3
C -2.9773 2.6540 0.0779 0.4 0.3 0.2
N -2.9916 3.5375 -0.8360 -0.3 -0.1 0.0
N -2.3568 2.7840 1.3202 0.2 -0.5 -0.5
C 2.9872 -0.5793 -0.5649 -0.7 0.2 -0.6
C 1.9875 -1.5798 -1.1775 0.2 -0.1 0.3
C 1.8809 -2.8962 -0.3960 -0.6 0.2 -0.6
C 1.2123 -2.7708 0.9765 0.0 -0.1 -0.3
O 0.6440 -1.4536 1.1576 0.4 -0.1 0.2
C 0.1677 -1.2739 2.3937 -0.1 0.1 -0.2
O 0.2594 -0.2307 2.9724 -0.2 0.4 0.2
C 3.1066 2.3216 -2.2594 0.4 -0.3 0.2
F 4.4131 2.7502 -2.0190 -0.3 0.2 -0.2
F 2.3973 3.4598 -2.6246 0.0 -0.1 0.0
C 3.1889 1.4483 -3.5138 0.5 0.4 -0.4
F 3.3861 2.2162 -4.6568 0.0 -0.4 0.4
F 4.2667 0.5937 -3.4349 -0.7 0.4 0.0
H 6.8811 1.2003 1.5275 -0.1 -0.1 -0.1
H 3.2833 3.3355 1.0265 0.1 0.1 -0.1
H 2.8235 1.9077 1.9215 -0.1 -0.1 0.1
H 0.3013 2.7723 -0.1925 0.1 0.1 0.1
H 0.1825 1.2998 0.7402 -0.1 -0.2 0.1
H -1.0571 2.0133 -1.7714 0.0 0.1 -0.3
H 0.0134 0.6756 -2.1540 0.1 0.0 -0.2
H -1.4064 -0.8058 -1.2907 -0.2 -0.2 -0.1
H -1.5584 0.0129 0.2295 0.2 0.0 0.2
H -3.1211 1.0380 -2.1377 0.0 0.2 -0.1
H -3.6459 -0.3391 -1.1743 -0.2 0.0 0.0
H -4.5769 1.6490 -0.3950 -0.1 -0.1 0.0
H -2.4813 4.3631 -0.5345 0.1 0.1 0.0
H -2.1479 1.8595 1.6776 -0.1 0.0 0.2
H -1.4852 3.2889 1.2283 0.0 0.2 0.2
H 3.1619 -0.8550 0.4725 0.3 0.1 0.1
H 3.9086 -0.6369 -1.1391 0.3 -0.1 0.3
H 2.2998 -1.8478 -2.1878 0.0 0.0 -0.2
H 0.9733 -1.1912 -1.2668 -0.1 0.2 0.0
H 2.8594 -3.3632 -0.3221 0.1 0.0 0.2
H 1.2521 -3.5600 -0.9930 0.0 -0.2 0.0
H 1.9269 -2.9451 1.7774 0.1 0.0 0.1
H 0.4046 -3.4978 1.0485 0.0 -0.1 0.2
H -0.3483 -2.1334 2.8353 0.1 -0.3 -0.1
H 2.2851 0.8581 -3.6713 0.0 0.0 0.0
C 0.0289 -1.0971 6.9376 0.1 0.2 0.1
C -1.4326 -1.1711 7.3345 0.0 0.1 0.1
O -2.0371 -1.7255 6.1637 0.0 -0.1 0.1
C -1.0873 -2.4006 5.4757 0.1 0.3 -0.1
O -1.2943 -3.0874 4.5305 -0.2 -0.3 0.0
O 0.1373 -2.1681 5.9968 0.0 -0.1 0.1
H 0.7108 -1.2541 7.7690 0.0 -0.1 -0.1
H 0.2811 -0.1631 6.4338 0.0 0.0 0.0
H -1.6039 -1.8490 8.1733 0.0 0.0 0.0
H -1.8687 -0.2020 7.5611 -0.1 0.0 -0.1
C -3.9516 -1.0394 -5.4472 -0.1 0.1 -0.1
C -2.5483 -0.5992 -5.0868 0.1 0.2 -0.1
O -2.3133 -1.3051 -3.8672 0.0 -0.1 0.0
C -3.1200 -2.3908 -3.8377 0.0 0.1 0.0
O -3.0539 -3.2664 -3.0425 0.0 -0.1 0.1
O -4.0249 -2.3374 -4.8510 0.0 0.0 0.0
H -4.1218 -1.1050 -6.5188 0.0 -0.2 0.0
H -4.7159 -0.4021 -4.9987 0.0 0.0 0.0
H -1.8069 -0.9137 -5.8236 0.0 0.0 0.0
H -2.4594 0.4718 -4.9237 0.0 0.0 0.2
```
Forces are in eV/Å.

Values from the calculation:
E_LUMO: 0.080 Eh
HOMO: -0.1705 hartree
Orbital gap: 0.251 Eh
Charge: -1

---

Record 3
Below is C52H47AsCl2N4O4Pd as an isolated structure at a distorted geometry, with properties calculated with ωB97M-V/def2-TZVPD.

Structure (XYZ):
```
111
Properties=species:S:1:pos:R:3:forces:R:3
Pd -0.3761 0.0595 0.0938 0.3 -1.0 0.1
C 6.3356 2.3214 -6.7519 0.0 0.0 0.0
O 5.0019 2.7564 -6.5158 0.0 0.0 -0.1
C 4.3295 2.2225 -5.4856 0.0 -0.1 0.1
C 4.8549 1.2843 -4.6000 0.1 -0.1 0.0
C 4.0707 0.8044 -3.5597 0.0 0.0 0.0
C 2.7626 1.2383 -3.3791 0.1 0.0 0.0
C 2.2440 2.1686 -4.2867 0.0 0.0 0.1
C 3.0130 2.6575 -5.3197 -0.1 0.1 -0.1
C 1.8989 0.7272 -2.2838 0.1 0.1 -0.1
C 0.7462 0.0055 -2.6614 0.1 -0.1 0.2
C 0.5373 -0.5908 -3.9719 0.0 0.0 -0.1
C -0.5626 -1.3684 -3.8883 0.0 -0.1 0.0
C -1.1024 -1.2130 -2.5571 0.0 0.0 0.1
N -0.2681 -0.3731 -1.8525 0.0 0.1 -0.2
C -2.2986 -1.7728 -2.0398 0.0 0.1 -0.1
C -2.8786 -1.3395 -0.8504 0.0 0.0 -0.2
C -4.2544 -1.5134 -0.4665 -0.1 0.0 0.2
C -4.4673 -0.7362 0.6287 -0.1 -0.1 0.0
C -3.2203 -0.0842 0.9330 0.2 -0.1 0.0
C -2.8947 0.8234 2.0270 0.0 0.0 0.1
C -3.6364 2.0003 2.2737 0.0 -0.1 -0.1
C -3.2691 2.9312 3.2821 0.0 0.0 -0.1
C -3.9195 4.1331 3.4331 0.0 0.0 0.1
C -4.9694 4.4772 2.5707 0.0 -0.1 0.1
O -5.6411 5.6249 2.6142 0.0 0.1 0.0
C -5.2464 6.6242 3.5558 0.0 0.0 0.1
C -5.3725 3.5628 1.5797 -0.1 0.0 -0.1
C -4.7325 2.3669 1.4344 0.0 0.0 0.1
C -1.6297 0.5492 2.7261 0.0 0.0 -0.1
N -0.4896 0.4056 2.0553 -0.1 0.3 0.0
C 0.5562 0.3340 2.9628 0.1 0.0 -0.1
C 1.8987 0.5045 2.5970 0.0 -0.1 0.0
C 2.9305 0.5947 3.6547 0.0 0.1 0.1
C 2.8197 1.5193 4.7050 0.0 0.0 -0.1
C 3.7960 1.6155 5.6694 0.0 0.0 0.0
C 4.9174 0.7799 5.6259 -0.1 0.0 -0.1
O 5.8077 0.9421 6.6115 0.1 0.0 0.1
C 6.9593 0.1010 6.6371 0.0 0.0 0.0
C 5.0477 -0.1365 4.5842 0.1 0.0 0.0
C 4.0650 -0.2119 3.6096 -0.1 -0.1 0.0
C 2.3161 0.6914 1.2657 -0.1 0.1 0.1
C 3.5914 1.2578 0.8604 0.0 0.0 0.0
C 3.5668 1.4036 -0.4762 0.1 0.0 0.0
C 2.2877 0.8800 -0.9493 -0.2 -0.1 -0.1
N 1.5623 0.4900 0.1346 0.1 0.1 0.0
C -0.0191 0.2977 4.2788 -0.1 0.0 0.0
C -1.3675 0.4422 4.1320 0.0 0.0 0.1
N -2.2975 -0.4655 0.0575 -0.2 0.0 0.0
C -2.9982 -2.8384 -2.7838 0.0 -0.2 0.0
C -3.3677 -2.7421 -4.1328 0.0 0.2 0.1
C -3.9564 -3.7996 -4.7818 0.0 0.0 -0.1
C -4.1964 -5.0051 -4.1098 0.0 0.2 0.2
O -4.7440 -5.9802 -4.8350 0.0 -0.2 -0.2
C -4.9653 -7.2524 -4.2313 0.0 0.0 0.0
C -3.8798 -5.1025 -2.7570 -0.1 -0.1 0.1
C -3.2895 -4.0275 -2.1120 0.1 0.1 -0.1
H 6.6785 2.8691 -7.6223 0.0 0.0 0.0
H 6.3665 1.2500 -6.9604 0.0 0.0 0.0
H 6.9831 2.5493 -5.9030 0.0 0.0 0.0
H 5.8640 0.9162 -4.7197 0.0 0.0 0.0
H 4.4841 0.0555 -2.8926 0.0 0.0 0.0
H 1.2242 2.5181 -4.1626 0.0 0.0 0.0
H 2.6219 3.3854 -6.0191 0.0 0.0 0.0
H 1.1818 -0.4493 -4.8247 0.0 0.0 0.1
H -0.9642 -1.9927 -4.6675 -0.1 0.0 0.0
H -4.9761 -2.1188 -0.9932 0.1 0.0 0.0
H -5.3851 -0.6165 1.1837 0.1 0.0 0.0
H -2.4499 2.7004 3.9488 0.0 0.0 0.0
H -3.6206 4.7994 4.2300 0.0 0.0 0.0
H -5.8354 7.5029 3.3196 0.0 0.0 0.0
H -4.1856 6.8581 3.4560 0.0 0.0 0.0
H -5.4621 6.3050 4.5761 0.0 0.0 0.0
H -6.1974 3.8416 0.9357 0.0 0.0 0.0
H -5.0583 1.6862 0.6588 0.0 0.1 0.0
H 1.9761 2.1973 4.7325 0.0 0.0 0.0
H 3.7306 2.3421 6.4688 0.0 0.0 0.0
H 7.4964 0.3624 7.5418 0.0 0.0 0.0
H 7.5952 0.2821 5.7693 0.0 0.0 0.0
H 6.6748 -0.9518 6.6767 0.0 0.0 0.0
H 5.9095 -0.7864 4.5276 0.0 0.0 0.0
H 4.1750 -0.9359 2.8094 0.0 0.0 0.0
H 4.3825 1.5467 1.5330 -0.1 0.0 0.0
H 4.3294 1.8344 -1.1037 0.0 0.0 0.0
H 0.5211 0.1754 5.2031 0.1 0.1 0.0
H -2.1133 0.4755 4.9112 0.0 0.0 -0.1
H -3.2525 -1.8028 -4.6601 0.1 0.0 0.0
H -4.2548 -3.7258 -5.8194 0.0 0.0 0.0
H -5.2163 -7.9248 -5.0438 0.0 0.0 0.0
H -5.7977 -7.2088 -3.5270 0.0 0.0 0.0
H -4.0683 -7.6127 -3.7257 0.0 0.0 0.0
H -4.1002 -6.0043 -2.2024 0.1 0.0 0.0
H -3.0298 -4.1188 -1.0636 0.0 0.0 0.0
Cl -1.4505 2.4626 -1.2059 0.0 0.4 0.1
C -1.0953 3.9426 -0.2630 0.0 -0.1 0.0
Cl -0.1305 3.5891 1.1703 0.0 0.0 0.0
H -2.0388 4.3752 0.0446 0.0 0.0 0.0
H -0.5277 4.6108 -0.8963 0.0 0.0 -0.1
C -0.9591 -3.6796 1.5687 -0.1 0.2 0.0
As 0.2830 -2.5394 0.5943 0.2 -0.3 0.1
C 1.9050 -2.8255 1.6263 0.0 0.2 0.0
C 0.7120 -3.5671 -0.9987 -0.1 0.2 -0.2
H -0.7998 -4.7138 1.2680 0.0 0.0 0.0
H -1.9928 -3.3945 1.3781 0.0 0.0 -0.1
H -0.7583 -3.5721 2.6330 0.0 0.0 0.0
H 2.0602 -3.9006 1.7066 0.0 0.0 0.0
H 1.8099 -2.3933 2.6205 0.0 0.0 0.0
H 2.7551 -2.3717 1.1182 0.0 0.0 0.0
H 1.2070 -4.4879 -0.6966 0.0 0.0 0.1
H 1.3791 -2.9835 -1.6328 0.0 0.0 0.0
H -0.1920 -3.7998 -1.5609 0.0 0.0 0.0
```
Forces are in eV/Å.

Values from the calculation:
E_LUMO (alpha / beta): -0.221 / -0.297 Eh
HOMO (alpha / beta): -0.3965 / -0.4484 hartree
2S+1: 5
Orbital gap (alpha / beta): 0.175 / 0.151 Eh
Charge: +2